[1]
C26H29N3O2 | ωB97M-V with the def2-TZVPD basis set

Geometry as XYZ:
```
60
Properties=species:S:1:pos:R:3:forces:R:3:nbo_charge:R:1
C 2.90240 -2.29251 -0.18106 -0.038 -0.036 -0.123 -0.6442
C 2.63304 -1.04179 0.59687 -0.056 -0.023 0.015 0.0342
C 3.56767 -0.01596 0.63835 -0.023 -0.059 0.006 -0.2281
C 3.33150 1.14260 1.35806 -0.031 0.069 0.065 -0.1809
C 2.14742 1.29103 2.05887 0.052 0.115 0.049 -0.2321
C 1.21092 0.27352 2.04269 0.005 -0.090 -0.046 -0.1758
C 1.44645 -0.89172 1.32023 0.095 0.302 -0.121 -0.1465
C 0.37620 -1.93302 1.28312 -0.023 0.022 -0.125 0.5542
O -0.12133 -2.29446 0.21828 0.254 0.006 0.059 -0.6236
C -0.02601 -2.42511 2.57502 0.238 0.031 0.314 -0.0458
C 0.58387 -2.19691 3.80998 -0.122 -0.009 -0.339 -0.1935
C -0.13339 -2.90358 4.76869 -0.110 -0.105 0.114 -0.3152
C -1.15968 -3.54965 4.10798 0.083 -0.046 0.312 0.0206
N -1.08287 -3.28080 2.79525 0.170 -0.021 0.042 -0.2854
C -2.02735 -3.73334 1.81110 -0.564 0.020 -0.420 -0.2956
H -2.56010 -4.59717 2.21645 0.061 0.146 -0.046 0.2277
H -1.50386 -4.01049 0.89520 -0.069 -0.040 0.217 0.2372
C -3.06646 -2.62335 1.53869 0.385 -0.536 -0.080 0.6638
O -3.89264 -2.31651 2.37262 -0.200 0.040 0.312 -0.6275
N -2.96803 -2.06451 0.32576 0.042 0.239 -0.491 -0.6122
H -2.16894 -2.27652 -0.25672 -0.016 -0.106 0.236 0.4266
C -3.83543 -0.98202 -0.09412 -0.343 0.151 -0.044 -0.2219
H -4.73557 -1.40408 -0.55836 0.029 0.132 0.118 0.1964
C -3.13663 -0.05755 -1.08275 0.141 -0.068 0.396 -0.4081
C -1.91585 0.63588 -0.47397 -0.155 -0.123 -0.236 -0.2218
N -1.17912 1.36273 -1.49085 0.083 0.051 -0.018 -0.4446
C 0.23559 1.44674 -1.19199 0.084 -0.067 0.205 -0.2341
C 1.00021 2.24907 -2.20655 0.008 0.052 -0.050 -0.0512
C 2.38795 2.17545 -2.22229 -0.026 0.020 -0.020 -0.1980
C 3.12524 2.92345 -3.11977 0.099 -0.038 0.029 -0.2176
C 2.47723 3.75833 -4.01566 0.015 0.079 -0.088 -0.2139
C 1.09770 3.83718 -4.00335 0.051 -0.019 0.010 -0.2300
C 0.34890 3.08881 -3.10348 0.001 -0.028 0.012 0.0686
C -1.15042 3.16239 -3.10145 -0.177 -0.009 0.164 -0.4424
C -1.71252 2.68099 -1.76810 -0.065 0.048 -0.309 -0.2129
H -1.45018 3.40001 -0.96947 -0.050 -0.042 0.013 0.1622
H -2.80082 2.62244 -1.82630 0.023 0.036 0.046 0.2001
H -1.53527 2.51700 -3.89622 -0.082 0.047 0.014 0.2176
H -1.48071 4.18297 -3.30662 0.008 0.006 -0.028 0.2103
H 0.58776 4.48869 -4.69934 -0.056 0.073 -0.071 0.2058
H 3.04694 4.34655 -4.72006 0.045 0.049 -0.056 0.2100
H 4.20338 2.85667 -3.12274 0.092 -0.010 -0.002 0.2085
H 2.88507 1.52322 -1.51825 0.053 -0.067 0.061 0.2134
H 0.41266 1.90342 -0.19603 -0.046 -0.097 -0.079 0.1749
H 0.63864 0.43023 -1.15651 0.017 0.052 0.077 0.2161
H -1.25198 -0.12754 -0.06654 0.004 0.054 0.038 0.2123
H -2.22716 1.28912 0.35953 0.047 -0.024 0.022 0.1686
H -3.85769 0.68329 -1.42944 -0.038 -0.025 -0.076 0.2093
H -2.80313 -0.63018 -1.94992 0.002 0.025 -0.100 0.2079
H -4.14631 -0.43769 0.80320 -0.023 -0.069 -0.107 0.2185
H -1.93338 -4.18007 4.50115 -0.174 -0.103 -0.017 0.2209
H 0.06633 -2.94625 5.82070 0.001 -0.035 0.186 0.2289
H 1.45691 -1.59691 3.97476 0.132 0.103 -0.021 0.2335
H 0.27982 0.38345 2.58003 -0.065 0.010 0.062 0.2251
H 1.95422 2.19430 2.61809 -0.025 0.079 0.032 0.2189
H 4.06993 1.93064 1.36800 0.062 0.068 0.001 0.2168
H 4.49531 -0.12765 0.09458 0.078 -0.032 -0.058 0.2139
H 2.09565 -2.47833 -0.88728 0.033 -0.066 -0.041 0.2430
H 2.95903 -3.15044 0.48929 0.017 -0.102 -0.016 0.2217
H 3.83891 -2.21407 -0.72732 0.068 -0.029 -0.002 0.2154
```
Forces are in eV/Å.

## Properties
largest force on an atom	0.7	eV Å⁻¹
LUMO energy	0.0051	Eh
SMILES	Cc1ccccc1C(=O)c1cccn1CC(=O)NCCCN1CCc2ccccc2C1

---

[2]
C26H29N5O2ReSTe | ωB97M-V with the def2-TZVPD basis set

Geometry as XYZ:
```
65
Properties=species:S:1:pos:R:3:forces:R:3:nbo_charge:R:1
Re -0.04555 0.01866 0.08104 1.324 -0.299 -0.285 1.1999
C -1.34479 1.23256 2.81260 0.061 0.028 -0.037 -0.2458
O -0.44056 1.40737 1.69535 -0.087 -0.071 -0.093 -0.5433
C -0.00392 2.71945 1.41263 -0.166 -0.147 0.304 0.3315
C -0.02170 3.73949 2.33625 -0.004 0.101 0.139 -0.2797
C 0.43667 4.99383 1.94716 -0.007 -0.005 -0.001 -0.1521
C 0.89830 5.20847 0.65646 0.000 -0.023 0.001 -0.1858
C 0.91146 4.16720 -0.25849 0.088 0.137 -0.115 -0.1697
C 0.45525 2.91923 0.12609 0.052 -0.274 -0.347 0.0202
N 0.43927 1.76486 -0.73104 -0.196 0.227 -0.303 -0.2812
N 0.73109 2.01269 -1.97018 -0.063 0.082 0.513 -0.1340
C 0.81642 1.08239 -2.91320 0.005 -0.175 -0.253 0.0396
C 0.50073 -0.31039 -2.76787 -0.036 0.101 0.186 0.3819
O 0.05903 -0.83175 -1.63423 -0.086 0.391 0.166 -0.6102
C 0.63518 -1.19044 -3.85094 -0.036 -0.135 -0.031 -0.3042
C 1.05379 -0.72422 -5.05850 0.066 0.091 -0.149 -0.0178
C 1.35974 0.65210 -5.28729 -0.055 -0.275 0.010 -0.1292
C 1.76492 1.09274 -6.55804 0.045 -0.034 -0.129 -0.1400
C 2.06886 2.41373 -6.76876 0.000 0.004 -0.017 -0.1867
C 1.97400 3.32172 -5.70669 0.016 0.039 -0.028 -0.1551
C 1.56822 2.90952 -4.45784 -0.008 0.097 0.045 -0.1997
C 1.25209 1.56711 -4.22611 -0.058 -0.085 0.228 0.0536
H -0.90666 1.66197 3.70612 0.045 -0.008 0.053 0.2162
H -1.45268 0.16440 2.94984 0.008 0.036 -0.019 0.2072
H -2.30010 1.70131 2.58774 -0.025 0.063 -0.013 0.2121
H -0.37756 3.58976 3.34512 0.008 0.039 -0.040 0.2397
H 0.42901 5.80283 2.66604 -0.001 -0.032 -0.038 0.2459
H 1.25121 6.18794 0.36092 -0.013 -0.055 0.015 0.2469
H 1.27173 4.30660 -1.26818 -0.012 0.021 0.067 0.2497
H 0.39778 -2.23384 -3.68657 0.020 0.053 -0.031 0.2495
H 1.16551 -1.41860 -5.88483 -0.022 0.052 0.028 0.2382
H 1.83411 0.37412 -7.36704 0.001 0.040 0.047 0.2311
H 2.37743 2.75326 -7.74892 0.003 -0.006 0.048 0.2412
H 2.22358 4.36330 -5.86791 -0.032 -0.047 -0.006 0.2359
H 1.48576 3.62543 -3.65337 0.019 -0.013 -0.021 0.2252
C 0.00312 -2.51895 2.51158 -0.258 -0.020 0.024 -0.4232
N -1.42250 -2.21286 2.68602 0.128 0.096 0.186 -0.3984
C -1.85380 -2.18581 4.09098 -0.006 -0.123 -0.154 -0.4217
C -2.18475 -1.76764 1.67914 0.179 -0.027 -0.237 0.6940
N -1.58617 -1.25309 0.57110 0.118 0.456 0.361 -0.9202
N -3.51801 -1.85916 1.73972 -0.172 -0.107 0.016 -0.3938
C -4.36784 -1.03957 0.87405 0.028 -0.069 0.020 -0.4234
C -4.20304 -2.99850 2.37002 0.043 0.125 0.038 -0.4152
H 0.26797 -3.31056 3.21078 -0.036 -0.024 -0.001 0.2354
H 0.62962 -1.65303 2.72442 -0.071 0.048 0.035 0.2042
H 0.20469 -2.86502 1.50243 -0.015 0.008 -0.041 0.2384
H -1.11160 -1.63144 4.66830 0.023 -0.019 -0.027 0.2195
H -1.92090 -3.19245 4.50249 -0.019 -0.008 -0.025 0.2319
H -2.81095 -1.68920 4.19798 -0.103 0.029 -0.062 0.2254
H -2.20422 -1.32074 -0.23197 0.018 -0.264 -0.062 0.3864
H -3.90983 -0.07160 0.68986 0.037 0.025 0.007 0.2142
H -5.31622 -0.87556 1.38055 -0.008 -0.012 0.023 0.2406
H -4.57424 -1.53534 -0.07800 0.012 -0.016 0.003 0.2146
H -3.48977 -3.77102 2.63389 0.088 -0.016 0.035 0.2264
H -4.90421 -3.41587 1.64892 0.004 0.009 -0.038 0.2307
H -4.76039 -2.69555 3.25438 -0.001 0.041 0.035 0.2216
Te 2.54531 0.02630 0.67635 -1.047 0.108 0.190 0.5272
C 2.94931 -1.95519 1.10711 0.145 -0.123 -0.226 -0.5999
C 3.13326 -2.50801 2.34682 0.105 -0.076 0.152 -0.2584
C 3.64564 -3.83206 2.28143 -0.068 0.103 0.101 -0.2569
C 3.84777 -4.24530 0.99695 -0.029 -0.088 -0.021 -0.3873
S 3.42394 -3.04339 -0.13018 -0.008 -0.052 -0.120 0.5097
H 2.92406 -1.98183 3.27178 0.111 -0.055 -0.076 0.2341
H 3.86877 -4.44307 3.14667 -0.026 0.066 -0.068 0.2495
H 4.22739 -5.19930 0.65910 -0.030 0.070 0.036 0.2639
```
Forces are in eV/Å.

## Properties
total charge	+2
2S+1	2
expectation value of S²	0.918
largest force on an atom	1.4	eV Å⁻¹
LUMO energy (alpha / beta)	-0.2722 / -0.2731	Eh

---

[3]
C26H29N6O9 | ωB97M-V with the def2-TZVPD basis set

Geometry as XYZ:
```
70
Properties=species:S:1:pos:R:3:forces:R:3:nbo_charge:R:1
C -0.61057 -5.83303 0.76017 0.284 -0.160 -1.397 -0.6543
C -1.90805 -5.33771 0.16921 0.055 0.261 -0.391 0.2272
C -2.04638 -3.85131 -0.07304 -0.081 -0.004 0.713 -0.7088
N -2.79186 -6.21046 -0.13845 -0.045 -0.450 1.931 -0.2681
N -4.12533 -5.83908 0.09259 -0.152 0.427 -1.218 -0.4634
C -4.99329 -6.24375 -1.02416 0.380 -0.694 -0.252 -0.1818
C -6.39399 -6.59324 -0.53299 0.213 0.184 0.081 -0.3887
C -7.09904 -5.40178 0.10777 -0.307 -0.320 -0.009 -0.5204
C -7.63794 -4.38043 -0.88520 0.410 0.111 -0.414 0.7252
N -7.63537 -2.99419 -0.47886 0.071 -0.105 0.071 -0.8874
O -8.07988 -4.70282 -1.95468 -0.319 -0.026 0.442 -0.5377
C -4.97201 -5.20217 -2.16930 -0.047 0.412 0.017 0.7497
O -4.98454 -5.62712 -3.33013 -0.023 -0.114 -0.027 -0.7330
O -4.94185 -3.99905 -1.77209 -0.050 -0.019 0.232 -0.8297
H -0.24190 -6.63975 0.11736 0.023 -0.144 0.220 0.2250
H 0.15561 -5.05644 0.74542 -0.011 0.018 0.276 0.2044
H -0.76550 -6.24158 1.75699 0.012 0.151 0.078 0.2133
H -2.88858 -3.62759 -0.73048 -0.004 0.025 0.021 0.2743
H -2.12509 -3.26936 0.85465 -0.079 0.031 -0.039 0.1997
H -1.11193 -3.52936 -0.54297 -0.055 0.019 -0.076 0.2064
H -4.20656 -4.81985 0.15828 -0.043 -0.029 -0.098 0.3570
H -4.54772 -7.15653 -1.42266 -0.029 -0.009 -0.008 0.2121
H -6.27842 -7.38866 0.20915 -0.088 0.051 0.066 0.1950
H -6.98261 -6.99556 -1.35787 -0.027 0.148 -0.061 0.2288
H -6.46292 -4.95896 0.87542 0.011 0.190 -0.126 0.2105
H -7.99166 -5.76382 0.63793 -0.007 0.056 0.016 0.2138
H -6.74354 -2.82214 -0.02357 0.014 0.055 -0.030 0.3768
H -8.36112 -2.83374 0.21347 -0.061 -0.036 -0.048 0.3540
C 1.04325 -0.70193 -4.40794 0.020 -0.010 0.028 -0.1743
C 1.14385 -2.05995 -4.13194 0.020 0.093 -0.007 -0.2043
C 1.49159 -2.48736 -2.86121 -0.019 -0.142 -0.075 -0.2048
C 1.72741 -1.53537 -1.88630 -0.031 0.033 -0.033 0.0795
C 1.63725 -0.18194 -2.14084 -0.055 0.231 -0.004 -0.1997
C 1.29353 0.23627 -3.41531 -0.023 -0.121 -0.067 -0.2076
N 2.07241 -1.97546 -0.52434 -0.059 0.001 -0.060 0.5263
O 2.16243 -3.16745 -0.32565 0.050 -0.040 0.072 -0.3678
O 2.23876 -1.11947 0.32609 0.048 0.016 0.020 -0.4026
H 0.76566 -0.37439 -5.40121 -0.005 -0.005 0.000 0.2171
H 0.94634 -2.78822 -4.90612 -0.021 -0.011 0.016 0.2255
H 1.57025 -3.53996 -2.63393 -0.010 0.021 0.090 0.2516
H 1.83106 0.53572 -1.36002 0.020 -0.051 0.040 0.2432
H 1.21761 1.29292 -3.63168 0.011 0.004 0.013 0.2192
C 4.43753 3.49455 2.69548 -0.001 0.001 -0.028 -0.1907
C 3.70068 2.43444 2.18281 0.041 0.085 0.023 -0.1974
C 3.89845 2.02000 0.87614 -0.107 -0.094 0.010 -0.2148
C 4.84112 2.68050 0.10711 -0.009 0.021 0.134 0.0833
C 5.58225 3.73973 0.59505 0.105 0.116 0.008 -0.2067
C 5.37340 4.14649 1.90308 -0.064 -0.039 0.081 -0.2169
N 5.06528 2.22548 -1.27708 -0.085 0.006 0.130 0.5229
O 4.36960 1.31354 -1.67445 0.038 -0.027 -0.174 -0.3787
O 5.92423 2.78134 -1.92977 0.022 0.012 -0.011 -0.3779
H 4.28197 3.81353 3.71829 0.000 0.001 0.000 0.2144
H 2.97257 1.92630 2.80012 -0.006 -0.017 -0.018 0.2244
H 3.33197 1.19378 0.47028 0.070 -0.027 -0.040 0.2623
H 6.30646 4.24013 -0.02989 -0.038 -0.041 -0.074 0.2504
H 5.94137 4.97451 2.30520 0.013 0.012 -0.041 0.2219
C 1.94665 9.65964 3.73916 0.010 -0.010 -0.014 -0.1809
C 1.20828 8.81735 2.91838 0.065 0.047 0.039 -0.2071
C 1.84775 8.03386 1.97090 -0.157 -0.037 -0.009 -0.2098
C 3.22425 8.10919 1.86773 -0.060 0.032 0.080 0.0873
C 3.97824 8.94476 2.67051 0.114 0.081 0.083 -0.2143
C 3.32818 9.72566 3.61282 -0.087 -0.023 -0.009 -0.2102
N 3.90922 7.26126 0.87646 0.043 -0.046 -0.052 0.5196
O 3.22408 6.55073 0.17337 -0.014 -0.009 -0.015 -0.3626
O 5.12270 7.32163 0.82644 0.026 0.022 0.019 -0.3862
H 1.44364 10.26608 4.48087 -0.001 0.005 -0.005 0.2193
H 0.13266 8.76761 3.01720 -0.002 -0.008 -0.011 0.2243
H 1.28490 7.37473 1.32697 0.085 -0.037 -0.034 0.2533
H 5.05190 8.98513 2.56414 -0.006 -0.071 -0.069 0.2485
H 3.90129 10.38410 4.25115 0.011 -0.002 -0.006 0.2211
```
Forces are in eV/Å.

## Properties
total charge	-1
largest force on an atom	2.0	eV Å⁻¹
LUMO energy	0.0112	Eh

---

Number 1: DFT total energy -35999.140 eV. Number 2: DFT total energy -59221.024 eV. Number 3: DFT total energy -54793.067 eV.